{"formula": "C5H10O3", "method": "wB97M-V/def2-TZVPD", "energy_ha": -422.053508, "e_homo_ev": [-7.346, -6.944], "gap_ev": [7.55, 6.59], "relative_energy_kcal_mol": 127.4, "elements": ["C", "C", "C", "C", "C", "O", "O", "O", "H", "H", "H", "H", "H", "H", "H", "H", "H", "H"], "positions_angstrom": [[1.61521, -0.59713, -0.06741], [-0.36703, 0.30231, 0.50224], [-0.00981, 1.22362, -0.71339], [-1.25435, -0.91160, 0.37258], [-1.24576, 1.72068, 0.07323], [1.98914, -1.03525, 1.13217], [1.42459, -1.59015, -0.94962], [-2.41101, 1.67596, -0.42583], [1.46638, -1.82357, 1.35988], [1.41835, -1.20948, -1.84270], [2.23007, 0.22593, -0.41182], [0.05274, 0.49954, 1.48390], [-0.97182, 2.52584, 0.77488], [-0.27060, 0.81961, -1.68885], [0.87188, 1.85359, -0.63752], [-1.98400, -0.76504, -0.42848], [-1.81769, -1.05870, 1.29767], [-0.73628, -1.85617, 0.16906]], "atomic_forces_ev_per_a": [[-0.60, -0.35, 0.98], [2.58, -2.13, -0.60], [-2.53, 1.24, 1.48], [-0.21, 0.06, -0.04], [0.00, 2.12, -3.52], [0.21, -0.52, 0.44], [-0.21, 0.36, -0.41], [0.77, -0.65, 1.13], [0.21, 0.15, -0.06], [-0.18, -0.23, 0.18], [-0.31, 0.35, 0.07], [0.00, 0.19, -0.32], [-0.09, -0.55, 0.47], [0.10, -0.05, 0.15], [0.06, -0.31, 0.06], [0.04, 0.08, 0.11], [-0.02, 0.10, -0.09], [0.18, 0.15, -0.02]], "lowdin_charge": [-0.331, -0.228, -0.101, -0.075, -0.447, 0.069, 0.077, -0.091, 0.135, 0.135, 0.141, 0.126, 0.133, 0.119, 0.098, 0.085, 0.089, 0.065]}

***

{"formula": "CH4N2O2S", "method": "wB97M-V/def2-TZVPD", "energy_ha": -698.517838, "e_homo_ev": -10.339, "gap_ev": 10.40, "relative_energy_kcal_mol": 98.8, "elements": ["C", "N", "N", "S", "O", "O", "H", "H", "H", "H"], "positions_angstrom": [[-0.18996, -0.33775, -0.35996], [0.70287, 0.74953, -0.50525], [1.21223, 0.75116, 0.99756], [2.37554, -0.02390, 0.02742], [3.54911, 0.60645, -0.45991], [2.43553, -1.49519, 0.09533], [-0.36043, -1.03450, -1.17583], [0.09304, -0.91086, 0.53871], [-1.27685, 0.12631, -0.10924], [1.53750, 1.68829, 1.37727]], "atomic_forces_ev_per_a": [[-4.59, -0.55, 1.46], [4.10, -1.15, 1.06], [2.43, 1.08, 0.61], [-3.16, -1.35, -1.17], [0.21, 1.18, 0.35], [-0.78, 2.64, 0.49], [0.51, 0.41, -0.51], [-0.59, -0.22, -0.67], [2.29, -0.95, -0.53], [-0.43, -1.10, -1.08]], "lowdin_charge": [-0.241, -0.143, -0.155, 0.747, -0.285, -0.305, 0.078, 0.055, 0.132, 0.118]}

***

{"formula": "C6H39NO14", "method": "wB97M-V/def2-TZVPD", "energy_ha": -1360.014712, "e_homo_ev": -9.360, "gap_ev": 9.66, "relative_energy_kcal_mol": 131.7, "elements": ["C", "N", "C", "C", "C", "C", "C", "O", "H", "H", "H", "H", "H", "H", "H", "H", "H", "H", "H", "H", "H", "H", "H", "O", "H", "H", "O", "H", "H", "O", "H", "H", "O", "H", "H", "O", "H", "H", "O", "H", "H", "O", "H", "H", "O", "H", "H", "O", "H", "H", "O", "H", "H", "O", "H", "H", "O", "H", "H", "O"], "positions_angstrom": [[0.01300, 0.88745, -3.16554], [0.78413, 1.26239, -1.97994], [0.84171, 0.16226, -1.06853], [-0.31795, 0.21662, -0.06339], [-1.47902, -0.69332, -0.37918], [-2.72807, -0.81445, 0.18011], [2.17716, 0.34232, -0.25175], [3.08683, -0.14098, -1.22018], [0.08902, 1.48771, -4.07612], [0.12638, -0.09239, -3.47449], [-1.07809, 0.87648, -2.89321], [1.70757, 1.55541, -2.15845], [0.87894, -0.75326, -1.61939], [-0.74172, 1.23482, -0.18706], [0.05190, 0.15000, 0.90261], [-1.19298, -1.40928, -1.25021], [-3.30047, -1.63703, -0.17937], [-3.09235, -0.10484, 0.95771], [2.16506, 0.06105, 0.81496], [2.39210, 1.36819, -0.30759], [2.28658, -2.24307, -0.37973], [-1.63065, -0.68507, 3.10559], [-0.67188, -1.75985, 2.77171], [-1.61144, -1.62193, 2.97223], [-3.21224, 1.29365, 0.10319], [-4.48524, 2.28702, -0.23065], [-3.49257, 2.04289, -0.40812], [-0.40624, -3.22779, 0.51716], [0.59694, -3.95583, -0.18712], [0.62746, -3.20142, 0.39216], [1.10483, 1.74685, 1.91679], [0.67421, 1.41708, 3.28300], [1.36052, 1.21976, 2.68353], [-1.55408, 4.66581, 1.17883], [-2.32927, 3.69661, 0.40477], [-2.21532, 3.95785, 1.33193], [3.98229, -0.26795, -1.00189], [2.77413, -2.65847, 1.00649], [3.01308, -2.17700, 0.26101], [-2.25169, 2.83109, -1.20187], [-0.81980, 2.88803, -1.67321], [-1.52148, 3.44127, -1.37496], [1.45247, -0.51631, 2.90460], [1.38357, -1.92999, 2.17350], [0.96189, -1.34838, 2.84516], [2.46763, -4.09385, -1.75309], [1.00049, -4.15653, -2.22174], [1.66119, -4.56549, -1.65806], [1.08426, 2.72829, -0.51309], [0.93781, 4.21622, -0.26532], [1.29704, 3.40273, 0.16066], [-1.84087, -2.72821, 1.78170], [-1.77882, -4.15185, 1.87169], [-1.79581, -3.48968, 1.24220], [-1.83444, 2.64411, 2.17178], [-1.55182, 2.44950, 3.69480], [-1.54859, 1.98895, 2.90621], [2.69146, -1.19773, -2.41555], [2.53456, -1.19969, -3.88993], [2.27671, -1.70079, -3.08734]], "atomic_forces_ev_per_a": [[-2.16, 1.66, 0.42], [-1.22, 0.51, -1.04], [0.37, 0.42, 3.26], [-1.97, 1.17, -2.48], [-0.91, -1.78, -0.56], [2.97, 1.29, -0.82], [-1.12, 0.10, -1.55], [-0.22, -0.43, -0.87], [0.37, 0.48, 0.53], [0.98, -2.29, -0.51], [0.73, 0.42, -0.12], [1.16, 0.20, -0.97], [-0.07, -0.85, -0.01], [0.35, -0.16, 0.48], [0.29, -0.53, 1.96], [-0.84, 0.91, 1.66], [-0.82, -0.15, 0.04], [0.32, -1.15, -0.24], [0.43, -0.80, -1.01], [-0.03, 1.77, 0.84], [0.03, -0.27, 0.78], [-0.31, 1.04, 0.09], [0.44, 0.27, 0.41], [-0.37, -0.72, 0.20], [-0.29, -0.71, 0.37], [3.05, -1.05, -0.28], [-3.26, 1.76, -0.23], [1.90, 0.62, 0.68], [1.33, -0.78, -0.61], [-2.97, 0.35, 0.37], [0.18, 0.20, -0.12], [-1.50, 0.34, 1.20], [1.45, 0.24, -0.96], [-0.35, -0.53, 0.64], [-0.19, -0.31, 0.08], [0.48, 1.21, -0.76], [1.54, -0.11, 1.24], [-0.85, -1.66, 1.60], [1.45, 1.24, -2.04], [-0.31, -0.11, -0.26], [1.15, -0.74, -0.41], [-0.53, 1.04, 0.11], [-0.06, 0.11, -0.36], [-0.40, 0.71, 0.56], [0.73, -1.46, -0.48], [0.97, 0.85, -0.34], [0.34, 0.26, -0.32], [-1.18, -1.34, 0.11], [-0.12, 0.20, 0.17], [0.36, -0.78, 0.65], [-0.47, 0.69, -0.77], [-0.56, 2.31, 1.04], [0.12, -2.57, 1.79], [-0.52, -0.21, -3.08], [0.63, -0.68, 1.51], [-0.24, 1.63, 2.43], [-0.17, -1.29, -3.47], [0.77, 1.03, 1.69], [-0.36, -0.71, 0.50], [-0.52, -0.87, -2.78]], "lowdin_charge": [-0.082, -0.080, -0.326, -0.127, -0.132, -0.004, -0.151, -0.085, 0.093, 0.040, 0.099, 0.101, 0.101, 0.112, 0.062, 0.136, 0.056, 0.074, 0.111, 0.086, 0.019, 0.028, 0.003, -0.054, -0.021, 0.154, -0.073, 0.039, 0.001, -0.113, 0.030, 0.018, -0.034, 0.086, 0.005, -0.058, 0.096, -0.003, -0.036, -0.019, -0.020, -0.061, 0.017, 0.040, -0.059, 0.018, 0.051, -0.032, -0.012, 0.063, -0.068, -0.039, 0.039, -0.005, 0.019, -0.008, -0.067, -0.050, 0.070, -0.049]}

***

{"formula": "C5H9NO", "method": "wB97M-V/def2-TZVPD", "energy_ha": -325.868227, "e_homo_ev": -8.392, "gap_ev": 9.41, "relative_energy_kcal_mol": 43.5, "elements": ["N", "C", "C", "C", "C", "C", "O", "H", "H", "H", "H", "H", "H", "H", "H", "H"], "positions_angstrom": [[2.42393, 1.68821, 0.26513], [1.57694, 0.57954, 0.10703], [0.64497, 0.46594, -0.83082], [-0.37265, -0.64124, -0.87600], [-1.65201, -0.32868, -0.04347], [-1.85779, -1.21739, 1.17048], [-2.96240, -1.53973, 1.52773], [3.26134, 1.51433, 0.80521], [2.74481, 2.08911, -0.60680], [1.59748, -0.12364, 0.92397], [0.50946, 1.20368, -1.61948], [0.05811, -1.57665, -0.51972], [-0.75175, -0.72212, -1.89068], [-2.57243, -0.53127, -0.57375], [-1.62146, 0.69854, 0.34463], [-1.02656, -1.55865, 1.81656]], "atomic_forces_ev_per_a": [[0.66, -0.06, -0.15], [-0.22, 0.69, 0.00], [-0.26, -0.29, -0.35], [-0.67, 0.60, 0.51], [0.51, -0.66, 0.80], [-0.31, 0.23, 0.46], [-0.14, -0.12, -0.09], [-0.24, -0.21, 0.17], [-0.37, 0.08, -0.08], [0.18, -0.27, 0.13], [0.34, 0.16, 0.20], [-0.01, -0.17, -0.28], [0.41, -0.49, -0.20], [-0.18, 0.47, -0.47], [-0.16, -0.12, -0.25], [0.47, 0.16, -0.39]], "lowdin_charge": [0.026, -0.221, -0.144, -0.203, -0.147, -0.276, 0.037, 0.073, 0.080, 0.111, 0.106, 0.105, 0.100, 0.106, 0.125, 0.121]}

***

{"formula": "C30H30NOP2RhS", "method": "wB97M-V/def2-TZVPD", "energy_ha": -2482.578755, "e_homo_ev": -6.829, "gap_ev": 6.99, "relative_energy_kcal_mol": 35.4, "elements": ["Rh", "C", "C", "P", "C", "C", "C", "C", "C", "C", "C", "C", "C", "C", "C", "C", "P", "C", "C", "C", "C", "C", "C", "C", "C", "C", "C", "C", "C", "H", "H", "H", "H", "H", "H", "H", "H", "H", "H", "H", "H", "H", "H", "H", "H", "H", "H", "H", "H", "H", "H", "H", "H", "S", "C", "N", "C", "O", "C", "C", "H", "H", "H", "H", "H", "H"], "positions_angstrom": [[-0.46628, -0.19060, 0.63225], [1.78615, 1.94833, 2.19210], [0.61727, 2.83131, 1.75787], [-0.42234, 2.09009, 0.41795], [0.37611, 2.57222, -1.15130], [1.75741, 2.48150, -1.31184], [2.34885, 2.71189, -2.54744], [1.56032, 3.02343, -3.64526], [0.18082, 3.09975, -3.50100], [-0.40834, 2.86828, -2.26526], [-1.83074, 3.24885, 0.51740], [-3.04832, 2.73924, 0.95495], [-4.14054, 3.58386, 1.12952], [-4.01615, 4.93893, 0.86931], [-2.80067, 5.45716, 0.42805], [-1.71290, 4.61569, 0.25205], [1.34946, 0.15906, 2.08912], [0.04360, -0.04440, 3.35858], [-0.77731, -1.16245, 3.20124], [-1.84841, -1.38783, 4.05629], [-2.06633, -0.52014, 5.11690], [-1.22158, 0.56943, 5.31339], [-0.17820, 0.81528, 4.43214], [2.74347, -0.65081, 2.95312], [2.52322, -1.73818, 3.79429], [3.59681, -2.42633, 4.34524], [4.89793, -2.05168, 4.04399], [5.12781, -0.98483, 3.18770], [4.05507, -0.30086, 2.63035], [2.11699, 2.17980, 3.20611], [2.64771, 2.10432, 1.54073], [0.95593, 3.82896, 1.47080], [-0.08603, 2.94612, 2.58282], [2.38394, 2.22041, -0.46746], [3.42467, 2.63879, -2.65349], [2.01751, 3.19652, -4.61151], [-0.44154, 3.33353, -4.35588], [-1.48615, 2.91558, -2.16682], [-3.13875, 1.67521, 1.14996], [-5.08588, 3.17764, 1.46666], [-4.86647, 5.59673, 1.00373], [-2.70393, 6.51652, 0.22316], [-0.77103, 5.02025, -0.10415], [-0.50527, -1.91272, 2.47331], [-2.50255, -2.23540, 3.89566], [-2.87989, -0.70444, 5.80664], [-1.37647, 1.22811, 6.15896], [0.46330, 1.67555, 4.58992], [1.51265, -2.03518, 4.03992], [3.41281, -3.26103, 5.00953], [5.73222, -2.59486, 4.46996], [6.14059, -0.68874, 2.94559], [4.25027, 0.52013, 1.94958], [-4.83319, -1.82855, 0.72823], [-3.35165, -1.24263, 0.34524], [-2.29559, -0.82489, 0.07140], [-0.38835, -3.65405, 0.53952], [0.77043, -2.79544, 0.39896], [0.55954, -1.62567, -0.18696], [1.64800, -1.36827, -1.16717], [-0.19617, -4.32204, 1.37457], [-0.49989, -4.22736, -0.37575], [-1.27917, -3.05291, 0.71954], [1.90776, -2.29271, -1.68711], [2.54045, -1.02093, -0.63478], [1.35079, -0.59551, -1.87304]], "atomic_forces_ev_per_a": [[1.97, -0.60, -1.37], [0.15, -0.06, 0.01], [0.25, 0.02, -0.17], [-0.58, 0.44, 0.43], [0.02, -0.24, -0.04], [0.05, 0.07, -0.01], [-0.02, -0.01, 0.07], [-0.04, -0.01, -0.01], [0.00, -0.02, 0.05], [0.03, 0.05, -0.06], [-0.01, 0.01, -0.03], [-0.06, -0.01, -0.01], [0.03, -0.02, 0.02], [0.05, 0.03, -0.03], [0.01, -0.07, 0.02], [-0.06, -0.01, -0.01], [-1.60, 0.75, 0.83], [0.22, 0.04, 0.20], [-0.01, -0.33, 0.44], [0.02, 0.13, 0.08], [0.03, 0.07, -0.01], [-0.04, -0.06, -0.03], [-0.06, 0.03, -0.04], [0.27, -0.38, -1.00], [0.06, -0.01, 0.18], [-0.07, 0.05, -0.03], [0.01, 0.00, 0.00], [-0.08, 0.07, -0.04], [0.10, 0.04, 0.11], [0.02, 0.03, 0.01], [0.03, 0.02, 0.05], [0.05, 0.01, 0.04], [-0.04, 0.00, 0.03], [0.00, 0.01, -0.06], [-0.03, 0.01, 0.01], [-0.01, 0.01, 0.02], [0.01, -0.01, 0.02], [0.01, 0.01, 0.00], [-0.02, 0.02, -0.02], [0.02, -0.01, -0.02], [0.03, -0.02, -0.01], [-0.01, -0.03, 0.00], [-0.02, -0.01, 0.01], [-0.19, 0.00, -0.10], [0.04, -0.01, 0.01], [-0.02, 0.04, -0.03], [-0.02, 0.00, -0.03], [-0.03, -0.03, 0.01], [0.02, -0.02, 0.01], [-0.01, 0.01, -0.01], [-0.02, 0.02, 0.00], [-0.02, -0.01, -0.01], [0.00, -0.02, 0.00], [0.47, 0.13, -0.11], [-0.64, -0.16, 0.08], [-0.19, 0.36, 0.04], [0.00, 0.31, 0.62], [-0.02, -0.93, -0.82], [-0.20, 0.06, 1.03], [0.07, 0.23, -0.26], [0.06, -0.01, 0.01], [0.00, -0.01, -0.06], [-0.02, -0.01, -0.06], [0.00, 0.02, -0.03], [-0.01, -0.03, 0.05], [0.06, 0.05, 0.02]], "lowdin_charge": [0.464, -0.383, -0.364, 0.924, -0.350, -0.101, -0.086, -0.089, -0.075, -0.087, -0.371, -0.084, -0.073, -0.086, -0.083, -0.098, 0.987, -0.381, -0.151, -0.057, -0.074, -0.075, -0.085, -0.323, -0.070, -0.070, -0.082, -0.081, -0.096, 0.085, 0.054, 0.089, 0.076, 0.082, 0.103, 0.102, 0.105, 0.111, 0.085, 0.107, 0.102, 0.101, 0.108, 0.065, 0.110, 0.104, 0.103, 0.100, 0.100, 0.107, 0.105, 0.105, 0.097, 0.434, -0.987, -0.103, -0.037, -0.154, -0.376, -0.066, 0.093, 0.096, 0.057, 0.087, 0.080, 0.069]}

***

{"formula": "C2H2NO3", "method": "wB97M-V/def2-TZVPD", "energy_ha": -357.970762, "e_homo_ev": -4.361, "gap_ev": 8.56, "relative_energy_kcal_mol": 17.8, "charge": -1, "elements": ["O", "C", "N", "C", "O", "O", "H", "H"], "positions_angstrom": [[1.15304, -0.24228, -1.57858], [1.19229, 0.68367, -0.77120], [0.21755, 0.88059, 0.12268], [-0.71973, -0.27693, 0.63886], [-1.85075, -0.26080, 0.15492], [-0.13654, -0.98508, 1.46096], [2.02922, 1.39681, -0.71079], [0.18168, 1.65194, 0.75294]], "atomic_forces_ev_per_a": [[0.77, 0.44, 0.11], [-1.05, -0.76, 0.07], [-0.54, -0.52, 0.18], [0.05, -0.15, -0.54], [0.28, 0.11, 0.28], [-0.22, 0.17, -0.02], [0.07, 0.22, -0.22], [0.64, 0.49, 0.14]], "lowdin_charge": [-0.041, -0.431, 0.085, -0.732, -0.040, -0.040, 0.103, 0.095]}